Record 1
Formula: C17H25F3N2O
Source: the OMol25 dataset
Level of theory: the ωB97M-V functional and the def2-TZVPD basis

Values from the calculation:
Electronic energy (eV): -31200.0465
Structure (SMILES): CC(C)=CCC[C@H](C)CC[C@](C#N)(CC#N)C[C@H](O)C(F)(F)F
Energy relative to the best compared isomer or geometry (same formula, charge and spin) (kcal per mole): 351.2
Total charge: 0
Spin multiplicity: 1
Orbital gap (eV): 6.86
Lowest unoccupied orbital energy (eV): -0.36

XYZ file:
```
48
Properties=species:S:1:pos:R:3:mulliken_charge:R:1
C -1.02150 3.92037 -0.03805 -0.850
C -2.15653 2.69608 -0.13905 0.710
C -2.78845 2.20470 1.30301 -0.954
C -2.52705 2.08725 -1.47986 -0.937
C -1.41957 1.02043 -2.09642 0.568
C -2.04267 -0.44103 -2.49872 -0.924
C -1.84584 -1.59874 -1.30876 0.203
C -2.45066 -0.94057 0.06286 -0.704
C -0.25856 -2.01200 -1.24814 -0.634
C 0.23119 -2.71511 0.14293 -0.851
C 1.52212 -2.03045 0.87625 1.298
C 2.86056 -2.82367 0.35648 -0.255
N 3.96609 -3.45739 0.02246 -0.577
C 1.37794 -2.40851 2.49945 -0.704
C 2.75545 -2.07800 3.34227 0.128
N 3.83828 -1.67140 3.91907 -0.482
C 1.60193 -0.39820 0.80120 0.172
C 2.92736 0.13512 -0.06718 -0.457
O 4.18206 0.08738 0.75508 -0.521
C 2.78046 1.73583 -0.51096 0.739
F 2.45487 1.86244 -1.96447 -0.273
F 4.15546 2.34388 -0.36211 -0.277
F 1.83128 2.43142 0.38765 -0.243
H -0.14066 3.78091 -0.80369 0.202
H -0.59263 3.87366 1.07415 0.246
H -1.58022 4.94692 -0.14901 0.317
H -3.75055 1.53580 1.20555 0.266
H -3.04959 3.13170 1.97659 0.379
H -1.96740 1.59030 1.91438 0.143
H -3.55703 2.35410 -2.02014 0.201
H -1.04333 1.51642 -3.11361 0.394
H -0.46680 0.94854 -1.39922 -0.569
H -1.38752 -0.84706 -3.41047 0.325
H -3.15557 -0.40028 -2.90431 0.340
H -2.43002 -2.55920 -1.67289 0.351
H -3.38290 -0.26493 -0.25047 0.309
H -1.63118 -0.33333 0.64421 -0.149
H -2.93067 -1.81871 0.71392 0.295
H -0.10470 -2.82588 -2.10845 0.379
H 0.35426 -1.07610 -1.59016 0.209
H -0.61190 -2.82541 0.96864 0.312
H 0.55152 -3.83667 -0.11203 0.421
H 0.97590 -3.50908 2.65678 0.394
H 0.51697 -1.69891 2.92163 0.402
H 1.68095 0.09642 1.88463 0.551
H 0.67239 0.12064 0.29233 -0.654
H 3.05040 -0.45053 -1.09432 0.360
H 4.00605 0.60085 1.62099 0.402
```

Record 2
Formula: C9H12HfI2N2O
Source: the OMol25 dataset
Level of theory: the ωB97M-V functional and the def2-TZVPD basis

Values from the calculation:
Electronic energy (eV): -31999.8701
Total charge: +4
Spin multiplicity: 1
Orbital gap (eV): 2.81
Lowest unoccupied orbital energy (eV): -20.29

XYZ file:
```
27
Properties=species:S:1:pos:R:3:mulliken_charge:R:1
C 3.46736 -0.71455 0.48689 -0.519
O 2.85426 0.47465 1.06031 -0.179
C 1.99265 1.09507 0.04412 -0.595
C 0.55200 0.37285 0.18537 0.927
C -0.07877 0.91881 1.59566 0.221
N -0.64400 1.30090 2.62884 -0.564
C -0.52385 0.77805 -0.96392 0.943
C 0.18766 1.24090 -2.34224 -0.213
N 0.95838 1.31140 -3.28081 -0.253
C -1.54963 -0.39960 -1.37860 -1.190
I -0.47977 -2.20431 -2.08084 0.838
C -2.65979 -0.78294 -0.27903 -0.368
C -2.11945 -1.69033 0.94390 -0.927
I -3.74232 0.89752 0.58481 0.444
H 4.18714 -1.14970 1.26076 0.335
H 4.06709 -0.51480 -0.47042 0.378
H 2.69918 -1.55520 0.24556 0.266
H 2.52122 0.92870 -0.95505 0.482
H 1.85563 2.20293 0.32579 0.284
H 0.69152 -0.75125 0.32833 -0.060
H -1.04609 1.73792 -0.57649 0.102
H -2.12578 -0.02920 -2.31532 0.751
H -3.45357 -1.42527 -0.82983 0.627
H -2.27775 -1.07740 1.91779 0.352
H -1.00334 -1.94930 0.89997 0.306
H -2.79749 -2.62048 1.07985 0.312
Hf -1.53252 3.60464 1.88460 1.301
```

Record 3
Formula: C4H5NO
Source: the OMol25 dataset
Level of theory: the ωB97M-V functional and the def2-TZVPD basis

Values from the calculation:
Electronic energy (eV): -7764.5466
Structure (SMILES): C=C1NC=CO1
Energy relative to the best compared isomer or geometry (same formula, charge and spin) (kcal per mole): 45.7
Total charge: 0
Spin multiplicity: 1
Orbital gap (eV): 8.12
Lowest unoccupied orbital energy (eV): 0.93

XYZ file:
```
11
Properties=species:S:1:pos:R:3:mulliken_charge:R:1
C -1.23817 1.53472 -0.17064 -1.069
C -0.35574 0.51458 -0.21911 0.515
N 0.01320 -0.17669 0.90679 -0.160
C 0.90154 -1.19475 0.55979 -0.335
C 1.02813 -1.13094 -0.76986 -0.172
O 0.30297 -0.06175 -1.27355 -0.349
H -0.10878 0.36196 1.74686 0.298
H -2.09756 1.36693 0.46754 0.257
H -1.22851 2.38392 -0.82967 0.258
H 1.35946 -1.86837 1.26942 0.375
H 1.51554 -1.76575 -1.49504 0.383
```

Record 4
Formula: C13H27Cl2N2OP2Rh
Source: the OMol25 dataset
Level of theory: the ωB97M-V functional and the def2-TZVPD basis

Values from the calculation:
Electronic energy (eV): -65558.7311
Total charge: +2
Spin multiplicity: 5
Orbital gap (alpha / beta) (eV): 7.61 / 5.63
Lowest unoccupied orbital energy (alpha / beta) (eV): -6.29 / -9.70

XYZ file:
```
48
Properties=species:S:1:pos:R:3:mulliken_charge:R:1
C 3.20315 -0.03001 -3.10559 -1.440
C 2.00326 0.24445 -2.20324 0.667
H 3.28256 0.72901 -3.88274 0.409
H 3.20089 -1.03170 -3.60328 0.335
H 4.15202 -0.09695 -2.51411 0.331
O 1.09364 1.18394 -2.24945 -0.384
Cl 2.46856 -2.63165 -0.27511 -0.122
Rh 1.16042 -0.39317 -0.63407 0.024
P -0.80232 -1.12583 -1.88215 1.193
C -2.24256 0.10199 -2.04178 -1.289
C -0.19962 -1.22034 -3.61067 -1.346
H -1.04212 -1.67114 -4.16855 0.530
H -1.50116 -3.34724 -2.46770 0.401
H 0.70021 -1.86189 -3.73338 0.298
H -0.56185 -3.42186 -0.93653 0.295
H -1.90030 1.08860 -2.29625 0.360
H 0.02558 -0.23289 -4.05105 0.384
C -1.32053 -2.81132 -1.48623 -1.002
H -2.82787 -0.29148 -2.85792 0.439
H -2.27524 -2.86927 -0.91091 0.390
H -2.84236 0.18401 -1.14893 0.439
P 1.80965 1.27147 0.82282 1.250
C 0.64233 2.51993 1.38106 -1.086
C 2.79448 0.69907 2.25593 -1.313
H 3.95676 1.54575 -0.49741 0.302
H 3.46643 3.04500 0.38294 0.475
H 2.59771 2.53650 -1.09716 0.411
C 3.10851 2.18739 -0.18968 -1.355
H 3.84720 0.77912 1.92971 0.425
H 2.58610 1.44229 3.06814 0.407
H 1.20596 3.30271 1.92339 0.461
H -0.15645 2.15330 2.02977 0.174
H 2.63415 -0.33859 2.64794 0.459
H 0.16577 2.95976 0.49946 0.348
Cl 0.76487 -1.56951 1.58486 -0.386
N -0.43130 0.25931 3.19466 -0.006
C -1.65808 0.13050 2.69692 1.011
C -2.78768 0.41088 3.46521 -0.977
C -3.99353 -0.10874 3.06253 -0.347
C -4.04018 -0.81230 1.83123 -0.979
C -2.87514 -0.88420 1.03645 -0.044
N -1.75609 -0.32450 1.43419 0.158
H 0.29266 -0.36655 2.83411 -0.117
H -0.36140 0.67976 4.09668 0.222
H -2.73282 0.81405 4.46787 0.374
H -4.93273 -0.06395 3.66309 0.422
H -4.95834 -1.32755 1.45070 0.408
H -2.96320 -1.43617 0.08425 0.388
```

Record 5
Formula: C4H8N2O2
Source: the OMol25 dataset
Level of theory: the ωB97M-V functional and the def2-TZVPD basis

Values from the calculation:
Electronic energy (eV): -11350.0006
Structure (SMILES): O=CN/C=N\CCO
Energy relative to the best compared isomer or geometry (same formula, charge and spin) (kcal per mole): 94.8
Total charge: 0
Spin multiplicity: 1
Orbital gap (eV): 10.17
Lowest unoccupied orbital energy (eV): 0.37

XYZ file:
```
16
Properties=species:S:1:pos:R:3:mulliken_charge:R:1
C 1.70651 -0.94077 -0.32519 -0.332
C 0.77641 -0.24324 0.73768 -0.177
C -0.62434 1.43871 -0.08150 0.034
C -2.24564 -0.60842 0.00517 0.234
H 2.77542 0.88246 -0.56349 0.325
H 2.09202 -2.00522 -0.03898 0.267
H 1.29260 -0.86265 -1.34467 0.256
H -0.24119 -0.85690 0.82280 -0.158
H 1.25133 -0.27371 1.79550 0.285
H -0.82637 2.33438 -0.57310 0.359
H -2.66607 1.49763 -0.07745 0.251
H -1.40700 -1.50711 0.15197 0.416
N 0.54252 1.07741 0.11690 -0.450
N -1.85738 0.84525 -0.07338 -0.233
O 2.90105 -0.01767 -0.30949 -0.556
O -3.46987 -0.76015 -0.24280 -0.520
```

Record 6
Formula: C3H7N3O
Source: the OMol25 dataset
Level of theory: the ωB97M-V functional and the def2-TZVPD basis

Values from the calculation:
Electronic energy (eV): -9739.4041
Structure (SMILES): C/C(=N/N)NC=O
Energy relative to the best compared isomer or geometry (same formula, charge and spin) (kcal per mole): 83.7
Total charge: 0
Spin multiplicity: 1
Orbital gap (eV): 9.41
Lowest unoccupied orbital energy (eV): 0.86

XYZ file:
```
14
Properties=species:S:1:pos:R:3:mulliken_charge:R:1
C -1.55878 -0.68072 0.80782 -1.079
C -0.75878 0.20884 -0.08826 0.751
C 1.18150 -1.02634 0.84067 0.064
H -1.37007 -0.39587 1.88693 0.295
H -2.63290 -0.68482 0.36795 0.285
H -1.20022 -1.84162 0.74626 0.276
H 0.93845 0.51451 -0.58009 0.277
H 0.44804 -1.59311 1.44733 0.256
H 0.50090 1.19645 -1.89962 0.234
H -0.77971 2.47869 -2.09712 0.184
N 0.58974 -0.32971 -0.24435 -0.259
N -1.27900 1.17051 -0.74369 -0.375
N -0.45136 1.80455 -1.53161 -0.424
O 2.36203 -1.15030 1.05056 -0.485
```